{"formula": "C4H7GaO4", "method": "ωB97M-V/def2-TZVPD", "symbols": ["O", "C", "O", "Ga", "O", "C", "H", "H", "H", "C", "C", "O", "H", "H", "H", "H"], "coordinates": [[-0.93599, -2.44740, -1.58676], [-1.39466, -1.32950, -1.19903], [-0.60080, -0.89554, -0.12564], [0.13138, -2.69497, 0.11613], [-2.38174, -0.70888, -1.53083], [1.73378, 0.76997, -0.38541], [1.40798, 1.31381, -1.28376], [2.68801, 1.19720, -0.05055], [1.94072, -0.28104, -0.62836], [-0.69178, 0.47395, 0.35374], [0.69853, 0.91653, 0.75276], [-1.62311, 0.53057, 1.37727], [-1.09528, 1.08252, -0.46472], [1.01563, 0.32793, 1.62878], [0.62154, 1.96870, 1.05913], [-1.51422, -0.22384, 1.96726]], "forces_ev_per_angstrom": [[1.56, -2.23, 0.89], [-4.33, 2.52, -1.22], [0.92, -0.03, 0.69], [-0.42, 0.09, -1.51], [2.35, -1.06, 0.36], [-0.07, 0.36, 0.47], [0.15, -0.28, 0.19], [-0.26, -0.09, -0.19], [-0.10, 0.17, -0.12], [-0.37, 1.35, 0.98], [0.49, -0.29, -0.33], [0.04, -0.23, -0.47], [0.09, -0.38, -0.02], [-0.08, 0.22, -0.04], [-0.04, -0.35, 0.00], [0.07, 0.24, 0.32]], "largest_force_ev_per_a": 5.16, "charge": 1, "e_homo_ev": [-15.3, -15.3], "e_lumo_ev": [-5.8, -9.7], "spin_multiplicity": 2, "s2": 0.76}


{"formula": "C4H7HgO2", "method": "ωB97M-V/def2-TZVPD", "symbols": ["C", "C", "C", "O", "Hg", "H", "H", "H", "H", "O", "C", "H", "H", "H"], "coordinates": [[0.87432, 0.09616, 0.46033], [-0.25102, -0.51962, 0.05788], [-1.47563, 0.24777, -0.12708], [-2.24660, 0.04519, -1.07414], [-4.92607, 0.19522, -1.24561], [0.81477, 1.11959, 0.84819], [-0.24858, -1.55887, -0.28214], [-1.48966, 1.23601, 0.37700], [-4.34004, 0.67358, 0.68754], [3.19325, 0.46182, -0.10656], [2.25149, -0.48153, 0.35242], [2.24287, -1.38695, -0.27500], [3.02455, 0.65644, -1.03323], [2.57633, -0.78481, 1.36039]], "forces_ev_per_angstrom": [[-0.83, 0.01, -0.23], [0.69, -0.57, 0.40], [-0.40, 1.06, -2.45], [1.26, -0.24, 1.86], [-0.02, 0.27, 0.94], [0.06, -0.23, -0.20], [0.06, 0.37, -0.15], [-0.38, -0.36, 0.34], [-0.43, -0.19, -0.82], [0.13, 0.12, 0.03], [-0.09, -0.52, 0.43], [-0.03, 0.20, 0.16], [-0.05, -0.02, -0.02], [0.05, 0.10, -0.29]], "largest_force_ev_per_a": 2.70, "charge": 0, "e_homo_ev": [-7.6, -9.3], "e_lumo_ev": [-0.2, -1.0], "spin_multiplicity": 2, "s2": 0.77}


{"formula": "C4H7HgO3", "method": "ωB97M-V/def2-TZVPD", "symbols": ["O", "Hg", "O", "C", "C", "O", "C", "C", "H", "H", "H", "H", "H", "H", "H"], "coordinates": [[-0.91259, 1.98211, -1.33379], [0.11503, 1.90866, 0.19305], [1.95595, 1.49571, 0.18836], [2.23302, 0.20771, -0.24258], [1.05708, -0.71985, -0.11953], [-0.03003, -0.14548, 0.54380], [-1.12258, -0.91898, 0.86473], [-2.35696, -0.43278, 0.78293], [3.08379, -0.25713, 0.29546], [2.54084, 0.21166, -1.31591], [1.09858, -1.80998, -0.14104], [-1.00207, 1.06071, -1.86208], [-0.91222, -1.98991, 0.87369], [-2.55706, 0.49466, 0.24159], [-3.19078, -1.08711, 1.03134]], "forces_ev_per_angstrom": [[-4.80, -2.19, -6.76], [-0.35, 4.46, 2.61], [5.24, -0.81, 1.02], [0.06, -0.37, -0.34], [-0.43, -0.29, 0.25], [0.17, -4.31, 0.64], [-0.48, -0.63, -1.18], [0.12, -0.29, -0.50], [-0.12, 0.29, 0.07], [-0.08, 0.03, 0.35], [-0.03, 0.37, 0.07], [0.32, 3.23, 2.20], [0.08, 0.23, 0.88], [0.05, 0.10, 0.77], [0.25, 0.19, -0.07]], "largest_force_ev_per_a": 8.57, "charge": 0, "e_homo_ev": [-7.7, -8.8], "e_lumo_ev": [-0.2, -0.2], "spin_multiplicity": 2, "s2": 0.75}


Repeat the first record exactly.
{"formula": "C4H7GaO4", "method": "ωB97M-V/def2-TZVPD", "symbols": ["O", "C", "O", "Ga", "O", "C", "H", "H", "H", "C", "C", "O", "H", "H", "H", "H"], "coordinates": [[-0.93599, -2.44740, -1.58676], [-1.39466, -1.32950, -1.19903], [-0.60080, -0.89554, -0.12564], [0.13138, -2.69497, 0.11613], [-2.38174, -0.70888, -1.53083], [1.73378, 0.76997, -0.38541], [1.40798, 1.31381, -1.28376], [2.68801, 1.19720, -0.05055], [1.94072, -0.28104, -0.62836], [-0.69178, 0.47395, 0.35374], [0.69853, 0.91653, 0.75276], [-1.62311, 0.53057, 1.37727], [-1.09528, 1.08252, -0.46472], [1.01563, 0.32793, 1.62878], [0.62154, 1.96870, 1.05913], [-1.51422, -0.22384, 1.96726]], "forces_ev_per_angstrom": [[1.56, -2.23, 0.89], [-4.33, 2.52, -1.22], [0.92, -0.03, 0.69], [-0.42, 0.09, -1.51], [2.35, -1.06, 0.36], [-0.07, 0.36, 0.47], [0.15, -0.28, 0.19], [-0.26, -0.09, -0.19], [-0.10, 0.17, -0.12], [-0.37, 1.35, 0.98], [0.49, -0.29, -0.33], [0.04, -0.23, -0.47], [0.09, -0.38, -0.02], [-0.08, 0.22, -0.04], [-0.04, -0.35, 0.00], [0.07, 0.24, 0.32]], "largest_force_ev_per_a": 5.16, "charge": 1, "e_homo_ev": [-15.3, -15.3], "e_lumo_ev": [-5.8, -9.7], "spin_multiplicity": 2, "s2": 0.76}


What did the first record say?
{"formula": "C4H7GaO4", "method": "ωB97M-V/def2-TZVPD", "symbols": ["O", "C", "O", "Ga", "O", "C", "H", "H", "H", "C", "C", "O", "H", "H", "H", "H"], "coordinates": [[-0.93599, -2.44740, -1.58676], [-1.39466, -1.32950, -1.19903], [-0.60080, -0.89554, -0.12564], [0.13138, -2.69497, 0.11613], [-2.38174, -0.70888, -1.53083], [1.73378, 0.76997, -0.38541], [1.40798, 1.31381, -1.28376], [2.68801, 1.19720, -0.05055], [1.94072, -0.28104, -0.62836], [-0.69178, 0.47395, 0.35374], [0.69853, 0.91653, 0.75276], [-1.62311, 0.53057, 1.37727], [-1.09528, 1.08252, -0.46472], [1.01563, 0.32793, 1.62878], [0.62154, 1.96870, 1.05913], [-1.51422, -0.22384, 1.96726]], "forces_ev_per_angstrom": [[1.56, -2.23, 0.89], [-4.33, 2.52, -1.22], [0.92, -0.03, 0.69], [-0.42, 0.09, -1.51], [2.35, -1.06, 0.36], [-0.07, 0.36, 0.47], [0.15, -0.28, 0.19], [-0.26, -0.09, -0.19], [-0.10, 0.17, -0.12], [-0.37, 1.35, 0.98], [0.49, -0.29, -0.33], [0.04, -0.23, -0.47], [0.09, -0.38, -0.02], [-0.08, 0.22, -0.04], [-0.04, -0.35, 0.00], [0.07, 0.24, 0.32]], "largest_force_ev_per_a": 5.16, "charge": 1, "e_homo_ev": [-15.3, -15.3], "e_lumo_ev": [-5.8, -9.7], "spin_multiplicity": 2, "s2": 0.76}